[1]
{"formula": "C30H32N6O2PRuS4", "method": "ωB97M-V with the def2-TZVPD basis set", "charge": 2, "orbital_gap_ev": [8.02, 4.88], "e_lumo_ha": [-0.187, -0.308], "multiplicity": 6, "e_tot_ha": -3669.79163, "symbols": ["Ru", "S", "C", "N", "C", "C", "C", "C", "C", "C", "S", "H", "H", "H", "H", "C", "C", "N", "C", "C", "S", "C", "C", "S", "C", "N", "C", "H", "H", "H", "H", "H", "H", "H", "H", "C", "C", "O", "C", "C", "C", "C", "C", "C", "H", "H", "H", "H", "H", "H", "H", "H", "O", "C", "C", "N", "C", "N", "C", "N", "C", "P", "C", "C", "H", "H", "H", "H", "H", "H", "H", "H", "H", "H", "H", "H"], "coordinates": [[-0.552, -0.220, 0.220], [2.229, 0.216, 2.120], [0.925, 1.181, 2.619], [-0.212, 1.271, 1.955], [-1.089, 2.042, 2.655], [-2.446, 2.200, 2.232], [-3.196, 3.031, 2.983], [-2.681, 3.647, 4.146], [-1.401, 3.403, 4.609], [-0.567, 2.628, 3.840], [1.047, 2.166, 4.073], [-2.687, 1.766, 1.254], [-4.243, 3.221, 2.787], [-3.417, 4.157, 4.743], [-1.054, 3.832, 5.543], [-0.214, 4.252, -0.023], [-1.128, 3.355, -0.869], [-1.494, 2.080, -0.611], [-2.365, 1.598, -1.609], [-2.596, 2.447, -2.640], [-1.770, 3.962, -2.318], [-3.052, 0.321, -1.396], [-4.068, -0.180, -2.173], [-4.540, -1.720, -1.602], [-3.326, -1.649, -0.392], [-2.557, -0.572, -0.446], [-3.019, -2.739, 0.558], [0.268, 3.623, 0.635], [-0.782, 5.066, 0.453], [0.478, 4.770, -0.709], [-3.223, 2.327, -3.527], [-4.514, 0.267, -3.083], [-3.807, -3.487, 0.501], [-2.937, -2.290, 1.567], [-2.076, -3.166, 0.393], [-0.850, -2.804, 3.784], [-0.406, -2.539, 2.354], [-0.703, -1.349, 2.038], [0.306, -3.443, 1.503], [0.411, -4.765, 1.882], [1.041, -5.700, 1.085], [1.589, -5.282, -0.192], [1.490, -4.031, -0.633], [0.956, -2.919, 0.268], [-1.596, -2.079, 4.032], [0.094, -2.704, 4.320], [-1.176, -3.802, 3.875], [-0.090, -5.077, 2.822], [1.176, -6.726, 1.376], [2.015, -6.005, -0.887], [1.757, -3.815, -1.656], [1.769, -2.234, 0.546], [-0.377, -2.296, -1.682], [-0.044, -2.022, -0.578], [4.305, 1.037, -2.024], [3.272, 2.101, -2.052], [2.721, 2.091, -3.403], [2.064, 0.835, -3.801], [3.089, -0.239, -3.660], [3.722, -0.290, -2.356], [2.772, -0.800, -1.304], [1.338, 0.334, -1.189], [2.240, 1.933, -0.999], [0.880, 0.533, -2.985], [4.710, 1.023, -0.967], [5.115, 1.299, -2.701], [3.521, 2.280, -4.069], [2.022, 2.929, -3.536], [3.831, -0.026, -4.431], [2.634, -1.149, -3.941], [3.294, -0.787, -0.351], [2.421, -1.771, -1.661], [2.766, 1.800, -0.047], [1.516, 2.768, -0.980], [0.135, 1.301, -2.981], [0.340, -0.418, -3.305]], "forces_ev_per_angstrom": [[1.25, 0.01, -0.36], [-0.60, 0.46, 0.42], [2.02, -0.47, -0.13], [-0.67, 0.28, 0.78], [-0.51, -0.53, -1.07], [1.51, -0.02, -0.56], [-0.84, 0.33, 0.37], [0.07, -0.87, 0.43], [-0.65, 1.14, 0.66], [-0.42, -0.37, -0.74], [0.16, -0.49, -0.31], [-0.37, 0.12, 0.84], [0.02, -0.05, -0.33], [0.23, 0.49, 0.24], [-0.09, 0.00, -0.08], [-1.71, 0.86, -2.41], [-0.25, -1.27, 0.40], [0.07, 1.13, -1.08], [0.32, 0.74, 0.59], [0.28, 1.11, 0.02], [-0.60, -0.88, -0.59], [0.31, -0.71, -1.08], [0.19, 0.59, -0.12], [0.48, 0.25, 0.49], [0.93, 0.08, -0.45], [-1.89, 0.57, -0.46], [-1.73, 0.75, 1.00], [1.23, -0.93, 1.71], [0.05, -0.54, 0.13], [-0.01, -0.35, 0.40], [0.31, 0.05, 0.45], [0.22, -0.32, 0.97], [0.18, -0.17, 0.31], [-0.49, -0.38, -0.41], [1.22, -0.79, -0.67], [1.49, -0.28, -1.60], [-0.86, 1.45, 0.94], [0.53, -0.73, -0.41], [-0.12, 0.53, 0.55], [-0.61, -0.66, 0.76], [0.91, 0.41, -0.88], [-0.32, -1.04, 0.25], [-0.39, 1.13, 0.77], [-0.51, -0.60, -1.30], [-0.20, 0.27, 0.39], [-0.23, 0.14, 0.61], [-0.60, -1.08, 0.54], [0.59, 0.10, -0.79], [-0.21, -0.17, 0.20], [-0.12, -0.12, 0.41], [0.14, 0.26, 0.00], [-0.04, 0.02, 0.04], [-0.38, -0.31, -0.64], [0.83, 0.58, 0.92], [-0.95, -0.23, 2.01], [-0.14, -0.32, -0.07], [-1.60, 0.47, 0.47], [0.10, -0.29, 0.66], [0.03, 1.59, -0.51], [-0.04, 0.00, 0.67], [0.81, 0.97, -1.51], [-0.55, 0.54, -0.35], [0.67, -0.41, -0.20], [0.10, -1.84, 0.14], [-0.25, -0.24, -1.15], [-0.14, -0.13, -0.16], [0.88, 0.04, -0.79], [-0.03, -0.24, 0.19], [0.20, 0.00, 0.21], [-0.49, -1.28, 0.03], [0.02, -0.50, 0.07], [0.27, -0.04, 0.44], [-0.12, 0.64, 0.05], [0.63, -0.37, -0.02], [-0.36, 0.80, -0.38], [0.86, 1.09, 0.10]], "mulliken_charge": [-0.60, -0.20, 0.09, 1.20, -0.52, -0.34, -0.77, -0.67, -0.55, 0.85, -0.19, 0.26, 0.46, 0.41, 0.46, -1.49, 0.49, 0.58, -0.09, -0.47, -0.15, -0.52, -0.62, -0.14, 0.02, 1.04, -0.92, 0.27, 0.36, 0.50, 0.45, 0.39, 0.63, 0.08, 0.18, -1.82, -0.19, -0.04, 0.50, -0.80, -1.05, -0.77, -0.95, 2.13, 0.37, 0.39, 0.49, 0.24, 0.46, 0.44, 0.38, 0.07, -0.41, -0.03, -0.86, 0.17, -0.95, 0.21, -1.00, 0.15, -0.97, 3.35, -1.20, -1.18, 0.34, 0.33, 0.36, 0.34, 0.33, 0.45, 0.51, 0.22, 0.61, 0.06, 0.48, 0.37]}

***

[2]
{"formula": "C30H32N7NbOS3Si", "method": "ωB97M-V with the def2-TZVPD basis set", "charge": 2, "orbital_gap_ev": [6.43, 6.40], "e_lumo_ha": [-0.201, -0.200], "e_tot_ha": -3161.55482, "symbols": ["Nb", "N", "C", "S", "N", "N", "C", "C", "C", "C", "C", "C", "C", "O", "H", "H", "H", "H", "H", "H", "H", "C", "C", "C", "C", "C", "C", "Si", "C", "C", "C", "C", "C", "C", "H", "H", "H", "H", "H", "H", "H", "H", "H", "H", "H", "C", "N", "C", "C", "N", "C", "S", "H", "H", "H", "H", "H", "H", "C", "C", "C", "C", "N", "C", "S", "N", "C", "H", "H", "H", "H", "H", "H", "H", "H"], "coordinates": [[-0.527, 0.442, 0.474], [-2.979, 3.819, -1.410], [-2.239, 2.937, -0.706], [-2.317, 1.231, -1.144], [-1.501, 3.398, 0.261], [-0.836, 2.479, 1.067], [-0.556, 2.975, 2.204], [-0.039, 2.274, 3.370], [0.237, 2.962, 4.558], [0.619, 2.274, 5.688], [0.704, 0.879, 5.637], [0.412, 0.183, 4.472], [0.059, 0.923, 3.298], [-0.208, 0.153, 2.141], [-3.652, 3.491, -2.076], [-2.961, 4.801, -1.186], [-0.790, 4.026, 2.333], [0.140, 4.033, 4.584], [0.831, 2.812, 6.598], [0.975, 0.327, 6.531], [0.446, -0.896, 4.435], [1.472, -1.768, -4.497], [0.177, -1.931, -4.969], [-0.817, -1.041, -4.572], [-0.544, 0.008, -3.699], [0.759, 0.124, -3.189], [1.768, -0.751, -3.594], [-1.799, 1.331, -3.360], [-1.221, 3.068, -3.648], [-1.854, 3.904, -4.572], [-1.454, 5.226, -4.760], [-0.414, 5.743, -4.003], [0.246, 4.936, -3.075], [-0.163, 3.620, -2.899], [2.255, -2.427, -4.852], [-0.059, -2.732, -5.661], [-1.807, -1.156, -4.991], [0.996, 0.939, -2.513], [2.773, -0.638, -3.198], [-3.062, 1.037, -4.072], [-2.671, 3.533, -5.172], [-1.972, 5.829, -5.492], [-0.094, 6.766, -4.149], [1.049, 5.345, -2.480], [0.354, 3.024, -2.150], [-3.899, -2.858, -0.966], [-2.974, -3.024, 0.176], [-3.278, -3.659, 1.372], [-2.193, -3.537, 2.162], [-1.244, -2.858, 1.428], [-1.719, -2.541, 0.224], [-0.883, -1.707, -0.988], [-4.668, -3.623, -0.874], [-3.351, -3.010, -1.896], [-4.336, -1.860, -0.949], [-4.231, -4.126, 1.537], [-2.034, -3.891, 3.161], [-0.324, -2.480, 1.693], [5.760, -2.955, 1.887], [4.280, -2.726, 1.976], [3.430, -3.447, 2.745], [2.073, -3.140, 2.708], [1.571, -2.182, 1.946], [2.407, -1.441, 1.188], [1.951, -0.152, 0.195], [3.750, -1.725, 1.234], [1.097, -3.898, 3.567], [6.055, -3.757, 2.557], [6.295, -2.047, 2.153], [6.027, -3.229, 0.862], [3.817, -4.232, 3.382], [4.357, -1.148, 0.657], [1.600, -4.541, 4.284], [0.475, -4.532, 2.925], [0.453, -3.192, 4.088]], "forces_ev_per_angstrom": [[0.20, -1.36, -5.80], [-0.10, -0.64, 0.22], [0.47, 1.78, 0.91], [-0.59, 0.00, -0.23], [-0.72, -0.06, -0.70], [-0.17, -0.35, -1.18], [0.28, 1.24, 1.62], [-0.55, 1.02, -1.79], [0.12, -0.31, 0.35], [-0.08, 0.03, -0.42], [-0.14, -0.42, -0.18], [-0.10, 1.07, -0.81], [0.77, -3.72, 1.51], [0.25, 1.12, 7.17], [-0.06, 0.08, -0.11], [0.11, -0.05, 0.10], [-0.06, 0.09, 0.03], [-0.05, 0.24, -0.08], [0.03, -0.02, 0.09], [-0.02, 0.04, -0.10], [0.03, -0.01, -0.04], [0.05, -0.01, 0.01], [-0.07, 0.19, 0.10], [-0.09, -0.15, -0.27], [0.32, 0.15, 0.29], [0.10, -0.17, -0.34], [-0.36, 0.17, 0.25], [0.43, -0.08, -0.70], [0.36, 0.38, 0.30], [0.01, -0.01, -0.09], [-0.02, -0.36, 0.19], [0.14, -0.08, -0.04], [-0.45, -0.21, -0.13], [0.13, -0.02, -0.11], [-0.02, 0.00, 0.10], [0.04, 0.10, 0.05], [-0.12, -0.01, 0.01], [0.13, 0.00, 0.03], [-0.13, 0.01, -0.11], [0.01, 0.05, 0.21], [-0.16, -0.12, -0.08], [0.06, 0.08, 0.00], [-0.03, 0.02, 0.03], [0.08, -0.03, 0.01], [-0.05, 0.02, -0.05], [0.34, -0.30, 0.39], [-0.40, -0.05, -0.53], [0.07, 0.28, -0.35], [0.04, -0.02, 0.05], [0.33, 0.26, 0.27], [-1.03, -0.34, 0.36], [0.37, 0.30, -0.53], [0.00, 0.17, -0.05], [-0.02, 0.04, 0.09], [0.00, -0.09, 0.01], [0.00, -0.03, 0.03], [0.09, 0.01, 0.10], [-0.01, -0.43, 0.30], [-0.39, 0.00, -0.13], [0.69, 0.38, -0.44], [0.07, -0.55, 0.50], [-0.31, -0.27, 0.49], [0.18, 0.46, -0.49], [-0.24, -0.44, 0.29], [0.36, 0.70, -0.38], [-0.19, 0.05, -0.15], [0.15, -0.03, -0.36], [0.03, 0.03, -0.02], [0.10, 0.07, 0.02], [0.01, 0.03, 0.12], [-0.11, 0.05, -0.09], [-0.09, -0.09, 0.09], [0.01, 0.05, 0.03], [0.05, 0.06, 0.09], [-0.06, -0.04, 0.05]], "mulliken_charge": [0.70, -0.23, 0.49, -0.30, -1.08, 0.39, -0.55, 0.45, -0.70, -0.72, -0.61, -0.22, 0.46, -0.28, 0.22, 0.23, 0.44, 0.44, 0.44, 0.42, 0.32, -0.46, -0.68, -0.30, 0.08, 0.21, -0.86, 0.71, 0.38, -0.40, -0.61, -0.44, -0.96, 0.29, 0.41, 0.44, 0.41, 0.26, 0.43, -0.19, 0.38, 0.43, 0.43, 0.44, 0.16, -0.83, 0.27, -0.72, -0.44, 0.73, -0.08, -0.01, 0.33, 0.34, 0.27, 0.46, 0.52, 0.04, -1.39, 0.74, -1.22, 1.17, 0.02, -0.27, -0.31, 0.08, -1.38, 0.36, 0.39, 0.37, 0.41, 0.34, 0.44, 0.31, 0.23]}

***

| no. | strongest force on any atom (hartree/bohr) |
| --- | --- |
| 1 | 0.0599 |
| 2 | 0.1412 |